{"formula": "C72H106N20O24", "method": "ωB97M-V/def2-TZVPD", "elements": ["H", "H", "H", "C", "O", "C", "C", "H", "N", "H", "C", "H", "H", "H", "O", "C", "C", "H", "H", "H", "C", "H", "H", "H", "H", "N", "C", "H", "H", "H", "H", "O", "C", "H", "H", "H", "O", "C", "H", "H", "N", "H", "O", "H", "H", "H", "C", "H", "C", "C", "C", "H", "H", "C", "H", "H", "H", "C", "N", "C", "C", "H", "C", "C", "O", "H", "H", "C", "C", "C", "H", "C", "C", "H", "H", "N", "C", "C", "H", "O", "H", "C", "H", "H", "H", "C", "H", "N", "H", "H", "O", "H", "C", "H", "H", "N", "C", "N", "C", "C", "C", "H", "O", "C", "H", "H", "H", "C", "C", "C", "C", "N", "H", "H", "H", "N", "C", "H", "O", "H", "N", "C", "H", "H", "C", "O", "H", "O", "C", "H", "C", "H", "H", "C", "C", "H", "O", "O", "O", "C", "N", "C", "C", "H", "H", "H", "C", "H", "C", "H", "H", "N", "H", "H", "O", "O", "O", "H", "H", "N", "N", "H", "C", "H", "H", "C", "H", "H", "N", "C", "C", "H", "H", "C", "H", "C", "H", "C", "C", "N", "C", "C", "H", "H", "H", "H", "O", "C", "C", "H", "N", "H", "C", "O", "H", "H", "H", "C", "H", "H", "H", "C", "H", "H", "H", "C", "H", "C", "C", "O", "C", "H", "H", "N", "N", "O", "H", "O", "C", "H", "O", "C"], "xyz": [[3.187, 6.893, 0.219], [6.098, -2.636, 0.695], [4.143, -15.493, -5.425], [-8.112, 3.499, 2.190], [4.557, 1.744, 1.367], [1.814, 1.314, 3.792], [-12.601, -2.770, 5.164], [3.434, 14.659, -4.952], [-1.843, -1.307, -5.889], [2.507, 4.225, -1.745], [3.458, 10.917, -3.013], [-3.480, -1.082, -4.794], [6.143, 2.760, 2.228], [7.573, -1.217, 1.975], [0.967, -2.450, 3.165], [1.264, 12.415, -3.623], [-13.184, -2.717, 8.907], [2.343, -3.465, -6.255], [-10.776, -1.707, 4.512], [-1.737, -2.950, -7.249], [1.965, 4.388, 6.065], [0.026, 10.761, -3.088], [-8.525, 5.590, 2.687], [4.874, -10.213, -1.203], [-14.459, -2.875, 7.157], [3.451, -13.805, -4.330], [1.065, 11.068, -3.149], [5.255, -7.858, -0.514], [6.947, -2.044, -5.452], [5.560, 4.243, 2.058], [0.573, 0.650, -4.896], [-9.578, -0.581, 1.883], [0.224, -1.973, -1.234], [0.923, 8.053, -3.877], [-8.142, 2.373, 0.369], [-5.989, 3.528, 1.818], [0.389, 3.823, -3.880], [-13.764, -3.366, 4.658], [1.185, 5.782, -3.337], [1.063, 4.372, 6.674], [6.412, 3.756, 2.219], [7.687, -1.167, -0.315], [3.961, 5.242, 1.239], [0.750, -2.910, -7.403], [-10.949, 6.427, 1.779], [2.403, -11.562, -2.050], [0.636, 0.793, 1.753], [2.088, 5.371, 5.575], [7.583, 1.638, 5.207], [2.498, 14.056, -4.848], [2.703, 7.202, -0.713], [7.259, 6.244, 2.706], [-12.651, -1.887, 11.203], [1.389, 0.958, 0.601], [6.656, 3.890, 5.632], [4.332, 10.319, -2.820], [3.909, -15.679, -3.759], [4.462, -11.668, -4.786], [-8.431, -0.687, 2.433], [-0.561, -1.062, 0.858], [3.248, -0.124, -6.155], [-14.044, -2.886, 0.754], [-10.843, -2.634, 8.568], [-13.957, -3.439, 3.267], [-7.760, 0.332, 2.605], [8.156, 4.038, 3.574], [2.978, -8.623, -4.793], [5.878, -1.531, 0.726], [0.207, -0.280, -5.366], [2.827, 8.519, -1.112], [4.230, -0.308, 0.586], [-1.181, -0.372, -5.181], [5.885, -2.095, 3.773], [2.419, -15.583, -4.788], [5.837, -5.466, -2.778], [2.441, 12.812, -4.047], [-11.669, -2.268, 4.232], [6.811, 5.741, 3.524], [6.978, -0.687, -6.631], [5.510, 3.027, -0.169], [-9.856, -2.600, 9.037], [1.996, 4.894, -1.015], [-11.738, -3.388, 11.374], [-14.541, -3.603, 5.370], [7.270, 1.555, 6.242], [2.971, -2.557, -6.207], [5.204, -11.186, -5.345], [4.629, 2.178, 0.158], [2.402, 0.398, 3.712], [1.682, 14.711, -4.487], [3.742, 1.910, -0.648], [-13.322, -4.482, 0.952], [6.276, 3.478, 4.601], [-0.343, -2.772, -0.793], [5.645, -2.923, 3.042], [4.451, -1.331, 0.636], [4.236, -13.002, -5.044], [-12.908, -3.133, 2.436], [2.947, -12.002, -2.860], [2.442, -1.299, -6.107], [0.815, 1.693, 2.905], [0.920, 4.749, -0.897], [1.791, -2.538, 1.132], [-0.437, -0.108, 1.846], [7.006, 3.850, 1.378], [6.633, 0.299, 1.785], [-11.033, -2.132, 2.191], [6.590, -1.645, -6.367], [1.105, 0.078, -0.384], [-11.810, -2.429, 2.886], [4.016, -9.730, -3.150], [5.118, -1.595, -6.311], [2.293, 1.585, 0.507], [-11.303, 5.547, 0.282], [-0.287, -1.638, -2.070], [2.091, 6.300, -1.501], [-1.127, -2.210, -6.681], [4.928, -3.611, -6.177], [1.127, -6.934, -4.595], [4.200, -1.876, -0.170], [3.206, 5.011, 2.227], [-11.023, -2.925, 7.188], [2.795, 0.827, -6.169], [-8.462, 1.535, 1.796], [3.942, -7.365, -3.466], [5.886, -0.853, 3.118], [-0.363, 3.378, 2.388], [2.102, 5.626, 2.365], [2.179, 10.323, -2.794], [2.239, 13.762, -5.849], [-13.188, -3.403, 1.051], [1.255, -2.374, -1.386], [-11.005, -1.723, 11.097], [0.594, 3.723, 4.228], [3.847, -11.170, -3.555], [7.279, 6.076, 4.469], [0.934, -4.840, -5.192], [-0.796, 2.007, -4.042], [2.766, -5.933, -5.534], [6.559, -0.822, 1.919], [-8.565, 2.442, 1.260], [6.591, -0.954, -0.507], [2.735, -13.298, -3.319], [0.467, 13.031, -3.807], [2.944, 1.859, 5.595], [7.726, 0.556, 4.856], [4.341, -2.694, -6.169], [-9.543, 2.546, 1.119], [-13.456, -2.857, 7.521], [-1.673, 0.356, -4.475], [6.273, -1.548, -1.436], [4.554, -7.122, -2.345], [2.463, 4.793, -0.016], [3.869, -1.613, 1.519], [3.581, -3.108, -1.704], [6.469, 2.108, 4.443], [3.523, 4.156, 3.095], [4.347, -5.070, -1.955], [6.836, -2.339, 4.253], [-11.931, -2.611, 9.400], [1.603, 3.352, 5.041], [-3.667, -2.244, -6.177], [-12.344, -2.887, 6.675], [-7.633, 5.405, 1.107], [-14.919, -3.749, 2.870], [4.644, -9.447, -1.901], [4.525, 12.478, -4.084], [6.541, 0.111, -0.664], [1.831, -2.149, 2.349], [5.166, -5.777, -2.032], [4.908, -8.139, -1.486], [-6.305, 3.929, 3.379], [8.476, 2.255, 5.144], [-11.775, -2.431, 10.850], [-0.989, -0.259, 2.747], [1.461, 6.647, -2.658], [2.132, -14.089, -2.835], [1.468, 7.929, -2.982], [3.604, 12.116, -3.684], [1.561, -5.885, -5.099], [-6.647, 3.240, 2.611], [-3.303, -1.295, -5.887], [-14.004, -2.561, 9.634], [-9.897, 6.743, 0.276], [-1.230, -1.853, 0.938], [6.834, -2.325, -7.190], [2.809, -1.410, 2.712], [0.241, 2.937, 3.139], [3.564, -8.634, -3.882], [5.758, 5.972, 3.576], [0.134, 2.665, -3.544], [2.828, 4.058, 6.610], [7.028, 4.249, 3.488], [-9.617, 4.898, 1.081], [-6.535, 2.157, 2.928], [0.252, 4.704, 4.326], [5.198, 0.459, -6.459], [2.103, 8.926, -2.239], [-3.717, -0.511, -6.540], [5.222, 3.765, 4.567], [3.674, -6.553, -4.139], [0.946, -1.251, -6.041], [3.342, 9.219, -0.489], [-10.178, -2.925, 6.532], [-8.759, 3.321, 2.998], [-10.513, 6.024, 0.834], [-12.371, -3.100, 0.448], [3.492, -15.235, -4.617], [2.173, 2.118, 4.894], [0.883, 2.138, -2.664], [4.579, -0.389, -6.374], [1.625, 0.092, -1.328], [5.007, -2.130, 4.431], [0.237, -0.976, -0.223], [3.718, -2.628, -2.882], [2.982, -1.665, -3.260], [5.622, -5.870, -1.052], [-8.014, -1.716, 2.885], [0.227, -2.195, -6.741], [4.751, -13.539, -5.781], [4.680, -3.042, -3.535], [-8.414, 4.956, 1.768]], "forces_ev_per_angstrom": [[-0.41, -0.52, -0.39], [-0.45, 1.04, 0.39], [0.09, 0.28, -0.70], [1.61, 1.06, 0.21], [0.50, -0.22, -1.38], [0.97, 0.20, 2.13], [0.65, -1.29, 0.03], [-0.47, -1.09, 0.90], [1.62, -0.78, -1.10], [-0.80, 0.33, 0.53], [-0.39, 0.02, -0.57], [-0.78, -0.25, -1.32], [-0.09, 0.02, 0.20], [0.22, -0.13, 0.17], [0.23, 0.15, -0.57], [0.84, -4.03, 0.25], [-0.93, 0.18, -0.83], [0.54, 0.53, 0.45], [-0.21, -0.26, 0.24], [0.53, 0.84, 0.59], [-0.98, -0.73, -0.62], [0.24, -0.23, 0.36], [0.42, -0.55, -0.52], [0.30, -0.74, 0.28], [-0.42, 0.15, 0.12], [0.08, 1.40, -0.11], [0.43, 1.97, -0.13], [0.42, -0.05, 0.20], [0.47, -0.11, 0.86], [-1.34, 0.72, -0.54], [0.46, -1.04, -0.11], [0.60, -0.14, 0.05], [1.23, -2.34, 1.15], [-0.28, 1.16, -1.03], [0.87, 0.10, -1.07], [0.43, -0.42, -0.93], [-0.53, 0.60, -0.61], [0.14, 1.11, -0.87], [-0.24, 1.05, 1.08], [0.37, 0.50, 0.56], [2.24, -1.15, -0.34], [-1.08, 0.15, -0.55], [-0.24, -0.13, 1.18], [-0.63, 0.39, 0.61], [0.58, -0.11, -0.59], [-0.31, -0.27, 0.44], [-1.99, 0.91, 0.33], [0.15, -0.70, 0.16], [-0.72, -2.35, -0.44], [-0.49, 1.20, -0.37], [0.50, 0.08, -0.23], [0.49, 0.50, -0.80], [-0.25, -0.31, -0.05], [0.22, -0.08, 1.01], [-0.49, -0.88, -1.67], [0.26, 0.10, 0.20], [0.25, -0.88, 1.15], [-1.88, -0.92, 3.48], [-1.64, -0.12, 0.33], [1.56, 1.92, -0.40], [-0.47, -3.42, -0.49], [-1.46, 0.77, -0.50], [-0.73, -1.75, -1.00], [1.45, 0.18, 1.65], [0.72, 2.02, -0.35], [-1.75, -0.07, -0.60], [0.03, -0.43, -0.02], [2.33, 0.31, -0.12], [-0.29, 0.87, 1.06], [-1.43, 0.32, -0.82], [0.13, -0.75, -0.38], [0.78, -0.04, -0.58], [-1.09, -1.43, -0.89], [1.60, 0.22, 0.13], [0.84, 0.11, -0.96], [2.88, 0.32, 1.25], [0.46, 0.53, 1.32], [0.26, -0.46, 2.03], [0.20, 0.59, 0.20], [-0.42, -1.51, 0.55], [-0.43, 0.19, -0.14], [0.15, -0.32, 0.07], [0.36, 0.15, -0.20], [-0.20, -0.48, -0.52], [0.09, 0.19, 0.38], [0.55, -1.36, 0.14], [0.65, 1.03, -0.69], [0.48, 2.40, 0.69], [-0.46, 0.05, -0.32], [0.61, -0.23, -0.14], [-0.01, -0.81, -0.43], [-0.07, 0.15, -0.19], [1.17, 1.93, 1.62], [-0.23, -0.66, -0.12], [0.43, 0.55, 0.46], [-0.63, 0.87, 1.63], [0.48, 0.62, 0.05], [-1.11, 1.22, 1.80], [0.62, 0.11, -1.39], [-1.02, 1.54, -0.17], [1.76, 0.35, 1.07], [0.24, -0.63, -0.38], [0.21, 0.31, 1.83], [1.26, -0.49, -0.69], [-0.48, 0.15, 0.46], [0.02, -1.19, -0.71], [-0.03, 0.16, -0.20], [-0.70, -1.45, -1.40], [-0.28, -1.79, -0.94], [-1.56, -1.84, -0.55], [0.27, 0.31, 0.75], [-0.18, -0.06, 0.21], [-1.00, -0.10, 0.04], [-0.23, 0.33, -0.50], [-0.53, 0.72, -1.89], [0.19, -0.23, 1.06], [-2.25, 0.22, 0.20], [-0.67, -0.02, 0.14], [-0.60, 0.61, 0.15], [-1.30, -0.13, -0.86], [-1.17, 0.05, 1.10], [-1.20, 1.68, 1.82], [-0.04, 1.01, 0.07], [0.61, -0.42, -0.17], [-0.96, 0.13, -1.00], [-0.53, -0.32, 1.01], [-0.87, 0.26, -0.34], [1.41, -0.50, -0.71], [0.16, 0.41, 0.05], [-0.16, -0.11, -0.55], [1.10, -1.37, -0.34], [-0.81, 0.58, -0.26], [0.88, -0.29, -0.19], [1.46, -1.88, -1.22], [-0.11, -0.04, -2.27], [-0.22, 0.25, -0.53], [-0.79, 0.45, 0.04], [-0.18, 0.61, -0.01], [-0.34, 0.71, -0.28], [-0.08, 1.37, -0.33], [-0.40, 0.00, 0.93], [1.07, -2.23, -0.85], [-0.03, -1.09, 1.13], [-1.89, 1.43, -0.47], [0.21, -0.09, 0.06], [0.24, 1.69, 0.36], [1.13, 0.22, -0.84], [-1.20, 0.43, -0.43], [2.10, 0.24, 1.98], [0.29, -1.02, -1.18], [0.51, 1.06, 1.10], [2.60, -0.17, 2.00], [-0.15, 0.35, -0.99], [0.47, 0.27, -0.76], [-0.62, 0.50, -0.67], [0.16, 0.22, 0.15], [0.20, 0.82, -1.02], [0.07, 0.27, -0.07], [-0.12, 0.19, 0.15], [0.26, 0.23, -1.27], [-0.45, -0.51, -0.29], [-0.45, -0.97, -0.16], [0.03, 0.57, -1.23], [-0.15, -0.33, 0.51], [0.45, -0.19, -0.35], [-0.22, 1.49, 0.00], [0.42, 0.32, 0.05], [-0.54, 0.38, 0.07], [-0.08, -0.55, -0.66], [-2.18, -0.67, 1.05], [-1.63, -1.11, -1.97], [-0.50, -0.15, 0.54], [0.09, -0.02, -0.31], [-0.99, 0.57, 0.67], [-0.32, 0.26, 0.41], [1.53, -3.45, 1.00], [0.04, 1.02, -0.01], [-0.70, 1.77, -0.78], [-2.45, -0.55, -0.37], [1.69, -1.36, -0.23], [-0.76, -0.72, 0.27], [0.24, 1.18, 1.88], [0.65, -0.38, -0.50], [-0.82, 0.22, 0.06], [-0.91, -1.39, -0.06], [0.20, 0.04, 0.25], [-0.19, -0.46, -0.19], [0.14, 0.00, 0.18], [0.59, -0.63, 0.17], [-0.41, 0.12, -0.07], [1.53, -0.35, 1.58], [0.37, 0.03, 0.24], [0.67, -0.43, 0.45], [-1.48, -0.82, -0.34], [0.17, 1.50, -0.38], [-0.59, 1.26, 0.23], [1.10, 0.51, -0.30], [0.81, 0.04, -0.30], [0.34, -0.23, 0.33], [-0.03, -0.40, -0.24], [0.08, 0.29, 0.03], [0.21, 1.37, 0.32], [0.31, 0.26, 0.23], [0.37, -0.18, -0.17], [-0.70, -0.20, 1.42], [1.53, -0.51, 1.05], [0.80, 0.27, -0.54], [-2.60, -0.51, -0.09], [-0.90, 1.17, -1.23], [-0.80, -0.16, -0.56], [-1.51, 1.73, 1.01], [0.11, -0.07, -0.16], [0.60, 0.25, 0.26], [0.10, 2.80, 0.76], [0.00, 1.39, 1.61], [0.92, -1.65, 0.25], [0.23, 0.07, -0.11], [-0.08, -1.95, 0.13], [0.28, -1.14, -0.90], [0.76, -0.20, -1.25], [-0.14, 0.11, -0.94], [0.10, 0.74, -0.14]], "lumo_ha": -0.3848, "charge": 6, "multiplicity": 1, "homo_ev": -16.00}